1.
C16H22Cl20FN2O3 | the ωB97M-V functional and the def2-TZVPD basis

Each line ends with the natural charge from an NBO analysis.
CARTESIAN COORDINATES (ANGSTROEM)
C 0.05624 -4.19046 1.52225  -0.643
C -0.87497 -3.06601 0.73957  -0.421
C 0.08414 -2.01444 -0.13727  -0.414
C -0.46918 -1.83997 -1.68479  -0.412
C 0.73339 -1.37913 -2.75163  -0.266
N 1.96717 -0.87946 -2.03421  -0.193
O 3.01171 -1.71957 -2.13490  -0.558
C 2.32154 0.54852 -2.39250  0.567
F 1.10489 1.43514 -2.26251  -0.386
N 3.36286 1.00074 -1.36535  -0.693
C 3.48430 2.50715 -1.30666  -0.255
C 2.60665 3.19292 -0.09467  -0.426
C 2.40735 4.81488 -0.22234  -0.410
C 1.99817 5.34870 -1.72039  -0.649
C 2.82341 0.73254 -3.95802  0.646
O 3.66602 -0.07530 -4.60606  -0.736
O 2.33176 1.93132 -4.69002  -0.811
H 0.31658 -3.75676 2.60158  0.207
H 1.09113 -4.36871 0.96713  0.215
H -0.47810 -5.24630 1.57736  0.206
H -1.47848 -2.47314 1.55826  0.204
H -1.58488 -3.59582 -0.06060  0.198
H 0.00093 -0.93371 0.35868  0.216
H 1.17160 -2.45046 -0.06748  0.226
H -1.36886 -1.08485 -1.70651  0.207
H -0.91500 -2.88233 -2.05836  0.185
H 0.97095 -2.37127 -3.37135  0.188
H 0.26359 -0.63060 -3.51852  0.233
H 3.11110 -2.10085 -3.05646  0.465
H 4.27783 0.51977 -1.50771  0.401
H 3.30412 2.97117 -2.36644  0.246
H 4.62688 2.73529 -1.04549  0.184
H 3.22166 3.00094 0.90673  0.199
H 1.57084 2.63730 0.06213  0.225
H 3.32188 5.45280 0.18167  0.194
H 1.49688 5.10069 0.49432  0.193
H 1.24633 4.62197 -2.29682  0.244
H 1.65401 6.47644 -1.75210  0.203
H 2.99977 5.30816 -2.36856  0.209
C -3.81379 -1.69152 4.11386  -0.209
Cl -3.97317 -1.38826 5.86236  0.045
Cl -2.96803 -0.32284 3.34828  0.063
Cl -2.88093 -3.18699 3.85302  0.056
Cl -5.43298 -1.86802 3.39170  0.050
C -3.92717 2.51565 6.51709  -0.210
Cl -4.23888 2.25577 8.25200  0.043
Cl -3.78569 4.26219 6.19411  0.052
Cl -2.41006 1.70196 6.05780  0.061
Cl -5.27400 1.84272 5.56438  0.053
C -3.03133 -0.39922 -4.98959  -0.212
Cl -3.00093 -2.10033 -4.46052  0.041
Cl -4.56654 0.35206 -4.48617  0.033
Cl -1.66948 0.47799 -4.24759  0.103
Cl -2.88837 -0.32651 -6.76405  0.046
C 5.72906 1.79147 2.78390  -0.212
Cl 4.59365 2.30029 4.05927  0.038
Cl 6.82337 3.14124 2.38978  0.038
Cl 6.68384 0.40128 3.35875  0.036
Cl 4.81545 1.32304 1.32776  0.100
C -6.84405 -4.87186 0.68839  -0.212
Cl -8.03164 -5.02484 2.00780  0.043
Cl -6.67523 -6.43847 -0.14344  0.048
Cl -7.40115 -3.64015 -0.47231  0.054
Cl -5.26816 -4.38395 1.36142  0.066

Cartesian forces (eV/Å) of the 3 atoms listed first:
0.174 0.260 -0.055
0.600 -0.068 -0.587
-0.954 0.164 0.389

Values from the calculation:
Lowest unoccupied orbital energy in eV: 1.29
Largest force on an atom in eV/Å: 7.7
Total charge: -1

2.
C5H11N2 | the ωB97M-V functional and the def2-TZVPD basis

Each line ends with the natural charge from an NBO analysis.
CARTESIAN COORDINATES (ANGSTROEM)
C -2.78527 0.14624 -0.05507  -0.404
C -1.72812 0.85782 -0.24360  -0.195
C -0.43206 0.58759 0.55646  -0.576
C 0.26840 -0.49721 0.00578  0.544
N -0.33271 -1.44089 -0.64076  -0.624
C 1.79789 -0.48420 -0.03011  -0.293
N 2.37799 0.80092 0.22039  -0.846
H -3.79065 0.31266 -0.58815  0.244
H -2.87526 -0.64790 0.73917  0.201
H -1.73068 1.62421 -1.02464  0.240
H 0.18387 1.44377 0.38909  0.296
H -0.56689 0.35987 1.59002  0.293
H -1.31034 -1.43298 -0.65905  0.430
H 0.06661 -2.26533 -0.90009  0.416
H 2.18422 -1.22327 0.81284  0.254
H 1.92077 -0.83138 -1.00492  0.223
H 2.74413 1.13802 -0.63727  0.385
H 3.03210 0.96814 0.98308  0.410

Cartesian forces (eV/Å) of the 3 atoms listed first:
-4.416 -1.757 0.606
1.683 0.784 0.319
-2.418 2.042 -1.752

Values from the calculation:
Energy above the lowest of the compared OMol25 structures with the same formula, charge and spin in eV: 1.7107
Lowest unoccupied orbital energy in eV: -4.39
Largest force on an atom in eV/Å: 4.8
SMILES string: C=CCC(=[NH2+])CN
Total charge: +1

3.
C22H30N4O4 | the ωB97M-V functional and the def2-TZVPD basis

Each line ends with the natural charge from an NBO analysis.
CARTESIAN COORDINATES (ANGSTROEM)
C 3.31634 -0.46165 2.14864  -0.628
C 2.22577 0.56399 2.08667  -0.081
C 2.37680 1.70628 1.31855  -0.188
C 1.38541 2.67088 1.23411  -0.318
C 0.20878 2.49870 1.94804  0.310
O -0.84730 3.36777 1.96757  -0.502
C -0.97301 4.34483 0.96324  -0.075
C -1.31192 3.72000 -0.40911  -0.242
N -2.42523 2.81493 -0.28834  -0.597
C -2.29841 1.54450 0.19240  0.247
C -1.21613 0.74169 -0.17917  -0.320
C -1.05036 -0.57205 0.25023  0.247
N 0.05112 -1.31862 -0.08008  -0.421
C 1.11834 -0.79337 -0.90213  -0.220
C 0.85288 -1.05535 -2.38565  -0.249
N 0.74488 -2.49065 -2.59234  -0.447
C 0.58644 -2.86211 -3.98656  -0.241
C 1.80044 -2.46404 -4.83538  -0.067
O 3.02216 -2.66853 -4.17443  -0.711
C -0.31833 -3.03812 -1.76973  -0.230
C -0.04091 -2.74675 -0.29020  -0.214
C -2.03988 -1.10539 1.10985  -0.313
C -3.11999 -0.35602 1.46739  -0.139
C -3.29523 0.96219 1.01968  -0.056
N -4.42222 1.65280 1.48594  0.520
O -5.11741 1.12673 2.34252  -0.404
O -4.68542 2.77016 1.02941  -0.448
C 0.05481 1.35802 2.73303  -0.274
C 1.03802 0.39028 2.80587  0.106
C 0.81859 -0.83774 3.63328  -0.653
H 3.72142 -0.52599 3.15846  0.218
H 4.12607 -0.20521 1.47027  0.216
H 2.93602 -1.44714 1.88375  0.211
H 3.29241 1.85308 0.76233  0.208
H 1.55182 3.54350 0.62087  0.214
H -0.07791 4.97390 0.88564  0.175
H -1.81022 4.96470 1.29596  0.199
H -0.43983 3.19634 -0.80176  0.201
H -1.58352 4.51820 -1.10399  0.212
H -3.28057 3.26456 0.04295  0.424
H -0.49568 1.17260 -0.85210  0.210
H 1.27100 0.26455 -0.70072  0.226
H 2.03391 -1.32259 -0.62197  0.208
H 1.69389 -0.68177 -2.96871  0.218
H -0.06816 -0.53243 -2.70099  0.169
H 0.48019 -3.95193 -4.01318  0.192
H -0.32122 -2.42347 -4.43886  0.175
H 1.76666 -3.03923 -5.77389  0.166
H 1.77117 -1.40292 -5.09461  0.173
H 2.95907 -3.48544 -3.66752  0.469
H -0.36071 -4.11917 -1.92497  0.204
H -1.30240 -2.61014 -2.03757  0.169
H -0.82744 -3.18972 0.31542  0.214
H 0.91657 -3.19686 -0.01037  0.201
H -1.94282 -2.09978 1.51155  0.214
H -3.87699 -0.76261 2.12085  0.248
H -0.86879 1.24380 3.27896  0.224
H -0.14259 -0.79224 4.13719  0.220
H 0.83715 -1.72552 3.00183  0.216
H 1.60247 -0.94442 4.38188  0.217

Cartesian forces (eV/Å) of the 3 atoms listed first:
-0.075 0.066 0.038
0.125 0.114 -0.127
0.007 -0.180 0.116

Values from the calculation:
Energy above the lowest of the compared OMol25 structures with the same formula, charge and spin in eV: 6.1618
Lowest unoccupied orbital energy in eV: 0.06
Largest force on an atom in eV/Å: 1.3
SMILES string: Cc1ccc(OCCNc2cc(N3CCN(CCO)CC3)ccc2[N+](=O)[O-])cc1C
Total charge: 0

4.
CCl3F2N | the ωB97M-V functional and the def2-TZVPD basis

Each line ends with the natural charge from an NBO analysis.
CARTESIAN COORDINATES (ANGSTROEM)
F -0.97021 1.83459 -0.68412  -0.216
N -1.19615 0.56352 -1.11071  -0.073
C -1.10508 -0.25385 -0.19544  0.505
F -1.35572 -1.51730 -0.54282  -0.279
Cl -1.00132 0.10133 1.46133  0.061
Cl 3.11047 -0.83379 1.33949  0.003
Cl 2.51801 0.10550 -0.26774  -0.001

Cartesian forces (eV/Å) of the 3 atoms listed first:
0.042 0.607 0.277
0.243 1.005 -2.273
-0.989 -1.727 1.390

Values from the calculation:
Energy above the lowest of the compared OMol25 structures with the same formula, charge and spin in eV: 0.0765
Lowest unoccupied orbital energy in eV: -0.80
Largest force on an atom in eV/Å: 2.5
SMILES string: F/N=C(/F)Cl.ClCl
Total charge: 0

5.
C7H12BN3O2STm | the ωB97M-V functional and the def2-TZVPD basis

Each line ends with the natural charge from an NBO analysis.
CARTESIAN COORDINATES (ANGSTROEM)
C 0.03964 -2.09340 2.28829  -0.680
C -1.21234 -1.13428 1.79089  -0.576
S -1.39883 -1.39748 -0.04767  0.002
C -1.82642 0.16930 -0.95744  -0.499
C -0.81801 1.40873 -0.76308  -0.310
C -1.22569 2.25441 0.56191  0.147
N -1.51638 2.96560 1.50517  -0.146
C 0.75567 1.07583 -0.81521  -0.292
N 1.29713 0.48484 0.47301  -0.561
C 1.50824 2.52662 -0.92585  0.377
N 2.16816 3.59388 -0.96967  0.082
B 1.26343 0.22391 -2.11472  1.216
O 2.58390 0.58223 -2.64430  -0.850
O 0.58208 -0.85939 -2.76507  -0.902
H -0.29050 -2.86779 3.07387  0.250
H 0.43421 -2.72222 1.37375  0.173
H 0.91251 -1.46622 2.72490  0.319
H -2.17226 -1.54881 2.30300  0.233
H -0.96846 -0.06289 2.10622  0.321
H -2.90782 0.44619 -0.64619  0.309
H -1.83273 -0.09470 -2.08770  0.323
H -1.02560 2.13975 -1.64485  0.334
H 1.19636 1.18292 1.24943  0.429
H 2.32957 0.36976 0.38569  0.422
H 3.19611 0.32436 -1.89819  0.499
H 0.80815 -1.69396 -2.29116  0.515
Tm -1.88012 -3.80718 0.73500  1.864

Cartesian forces (eV/Å) of the 3 atoms listed first:
-0.279 -0.458 -0.573
0.539 -1.207 1.457
0.658 1.798 -0.248

Values from the calculation:
<S²>: 2.03
Lowest unoccupied orbital energy (spin up / spin down) in eV: -12.23 / -15.75
2S+1: 3
Largest force on an atom in eV/Å: 6.9
Total charge: +3

6.
C4H5ClN2 | the ωB97M-V functional and the def2-TZVPD basis

Each line ends with the natural charge from an NBO analysis.
CARTESIAN COORDINATES (ANGSTROEM)
C -2.79154 -0.71231 0.09157  -0.658
C -1.38495 -0.21994 -0.02745  0.361
N -0.26317 -0.89822 -0.11271  -0.460
C 0.71367 0.03548 -0.02342  0.041
Cl 2.37073 -0.33109 0.02656  0.031
C 0.19378 1.28948 0.06514  -0.131
N -1.16300 1.12491 -0.05515  -0.521
H -2.88420 -1.76368 -0.22564  0.247
H -3.18877 -0.48220 1.06189  0.228
H -3.46050 -0.19594 -0.60144  0.217
H 0.68776 2.28044 -0.00572  0.226
H -1.85921 1.84679 -0.14053  0.419

Cartesian forces (eV/Å) of the 3 atoms listed first:
0.035 -0.459 -1.385
-0.739 0.217 -0.969
-0.510 -0.344 0.837

Values from the calculation:
Energy above the lowest of the compared OMol25 structures with the same formula, charge and spin in eV: 0.2037
Lowest unoccupied orbital energy in eV: 0.73
Largest force on an atom in eV/Å: 2.1
SMILES string: Cc1nc(Cl)c[nH]1
Total charge: 0

no.,calculated total energy (Ha)
1,-10261.48636
2,-306.32061
3,-1376.20992
4,-1673.04371
5,-2095.57837
6,-725.12812